22
Properties=species:S:1:pos:R:3:forces:R:3:lowdin_charge:R:1 method="wB97M-V/def2-TZVPD" homo_lumo_gap_ev="7.7 / 7.7" largest_force_ev_per_a=5.7 smiles="C[C@H]1C(F)=[N+]1[O-].[H]/N=C/[C@@H](C)N=O" spin_multiplicity=1 e_homo_ev="-8.37 / -8.37" relative_energy_kcal_mol=229.98
F -0.700 -0.143 1.672 0.6 -0.3 -0.4 0.117
O -3.415 -1.747 0.243 -0.6 -1.6 0.6 -0.021
O 2.956 1.960 -0.518 -0.1 -1.6 0.4 0.032
N 3.219 0.784 -0.620 0.6 1.9 -0.8 -0.030
N -2.581 -0.864 0.373 0.4 2.1 -0.4 -0.166
N 0.159 -0.202 -1.263 3.5 -0.2 3.0 0.124
C 3.263 -1.250 0.521 -4.0 -0.8 4.0 -0.067
C 1.391 -0.607 -1.119 -1.7 0.9 -1.6 -0.118
C -2.529 0.572 -0.117 2.4 0.1 -1.5 -0.183
C -3.354 1.718 0.436 -0.2 -4.0 3.0 -0.031
C -1.491 -0.236 0.615 -2.5 0.6 0.5 -0.230
C 2.337 -0.200 0.042 -2.1 1.2 -0.2 -0.378
H -3.524 2.575 -0.149 0.0 0.7 -0.9 0.051
H -2.796 1.936 1.407 -1.4 0.3 -1.0 0.102
H -4.306 1.083 0.613 0.8 1.9 0.3 0.117
H 3.656 -0.771 1.400 0.8 -0.4 0.5 0.086
H -0.308 -0.599 -2.026 -0.4 -0.6 -1.8 0.044
H 1.875 -1.089 -2.026 -0.2 0.0 1.4 0.137
H 2.715 -2.190 0.849 0.4 1.2 -0.2 0.121
H 1.842 0.275 0.957 0.0 -0.5 -1.6 0.157
H -2.367 0.570 -1.198 0.1 0.3 0.1 0.112
H 3.957 -1.576 -0.090 3.6 -1.1 -3.3 0.022

=====

20
Properties=species:S:1:pos:R:3:forces:R:3:lowdin_charge:R:1 method="wB97M-V/def2-TZVPD" homo_lumo_gap_ev=7.7 largest_force_ev_per_a=4.7 spin_multiplicity=1 total_charge=+1 e_homo_ev=-12.69 relative_energy_kcal_mol=97.98
I 3.913 0.633 -0.137 -1.1 -0.3 -1.2 0.501
O -0.972 2.074 0.118 -0.1 -0.5 -1.0 -0.012
N -2.731 0.830 0.559 1.0 -2.2 -0.8 0.245
N -0.829 -0.317 0.126 0.9 -0.5 -1.1 0.114
C 0.471 2.347 -0.001 -0.2 -1.7 1.3 -0.011
C 0.165 -2.786 -0.096 0.5 -1.1 1.2 -0.111
C 0.068 -0.524 -0.911 -1.5 0.7 0.8 -0.169
C 0.542 -1.732 -1.025 2.1 -3.9 -1.5 -0.113
C -1.455 0.853 0.196 -0.5 -0.3 1.3 -0.442
C -0.785 -2.557 0.755 -0.2 1.9 0.2 0.308
H 0.462 3.471 0.019 0.8 -1.5 0.1 0.129
H -3.116 1.655 0.849 -1.5 2.3 0.8 0.099
H 4.989 0.820 0.943 1.1 0.2 1.2 -0.385
H -3.243 -0.045 0.559 0.2 0.5 0.0 0.144
H -1.397 -2.414 1.644 0.4 -0.5 -0.5 0.099
H 0.911 1.819 -0.873 -0.5 1.2 0.2 0.044
H 1.131 -2.221 -1.822 -0.1 1.4 0.2 0.131
H 0.194 0.160 -1.725 0.1 0.6 -0.1 0.134
H 0.791 -3.773 -0.041 -1.5 1.8 -0.2 0.193
H 0.889 1.707 0.861 0.0 1.9 -0.8 0.100

=====

17
Properties=species:S:1:pos:R:3:forces:R:3:lowdin_charge:R:1 method="wB97M-V/def2-TZVPD" homo_lumo_gap_ev=9.8 largest_force_ev_per_a=3.4 spin_multiplicity=1 total_charge=+1 e_homo_ev=-14.44 relative_energy_kcal_mol=33.74
N 0.579 -1.122 -0.214 2.7 2.1 -0.1 0.019
C -0.616 0.224 0.298 -1.1 1.0 -1.4 -0.166
C -0.205 -1.038 0.945 -2.1 -0.9 2.0 -0.129
C 1.872 -0.337 -0.173 -0.9 1.0 1.2 -0.082
C 0.217 1.416 0.212 0.5 0.7 -0.8 -0.052
C -1.995 0.413 -0.335 2.1 1.5 1.0 0.021
C 1.525 1.180 0.005 1.0 0.5 0.2 -0.003
H -2.159 -0.445 -0.880 -1.3 -2.0 -0.9 0.068
H 0.222 -1.057 1.975 0.3 0.2 -1.0 0.160
H 0.529 -1.902 -0.846 -0.2 -0.2 -0.1 0.169
H -2.058 1.276 -1.023 0.3 -0.4 0.5 0.107
H 2.226 -0.373 -1.176 1.1 -0.5 -0.5 0.118
H -0.979 -1.842 0.893 0.3 0.9 0.2 0.159
H -0.264 2.413 -0.086 0.7 -1.5 1.1 0.161
H -2.591 0.593 0.551 -0.9 -0.3 -0.1 0.115
H 2.560 -0.675 0.679 -0.8 0.1 -1.5 0.165
H 2.325 2.039 -0.136 -1.7 -2.2 0.2 0.169

=====

17
Properties=species:S:1:pos:R:3:forces:R:3:lowdin_charge:R:1 method="wB97M-V/def2-TZVPD" homo_lumo_gap_ev=9.7 largest_force_ev_per_a=8.5 smiles="C[C@]12C[NH+]=C[C@H]1C2" spin_multiplicity=1 total_charge=+1 e_homo_ev=-14.69 relative_energy_kcal_mol=33.54
N 1.910 -0.417 -0.144 -5.2 4.4 3.3 0.149
C 1.607 0.682 0.576 -2.2 0.1 -2.4 0.159
C 0.174 1.309 0.494 5.3 -6.0 -2.9 -0.015
C 0.675 -1.033 -0.449 -1.6 -2.1 0.0 -0.122
C -0.525 1.171 -0.817 -0.6 -0.1 0.8 -0.032
C -0.434 -0.106 -0.056 -2.2 1.7 -1.0 -0.357
C -1.725 -0.718 0.444 0.3 0.4 2.4 -0.007
H -2.294 -0.024 1.221 1.3 -1.7 -1.6 0.151
H 2.693 -0.868 -0.398 4.0 -1.3 -0.3 0.132
H -0.186 1.911 1.205 -1.1 1.9 2.9 0.102
H -2.391 -1.026 -0.327 -0.6 0.3 -1.0 0.078
H -0.118 1.312 -1.787 0.8 0.2 -0.5 0.124
H 0.474 -2.009 0.088 0.9 0.9 -0.1 0.165
H -1.451 1.710 -0.646 -0.3 -0.3 -0.5 0.136
H 2.280 1.119 1.207 2.2 1.1 1.3 0.116
H -1.405 -1.689 0.856 -0.6 0.4 0.8 0.081
H 0.716 -1.325 -1.468 -0.6 -0.1 -1.3 0.141